Record 1
Entry from OMol25: C11H34N2NdP2S as an isolated structure at a distorted geometry (the ωB97M-V functional and the def2-TZVPD basis).

XYZ file:
```
51
Properties=species:S:1:pos:R:3:mulliken_spin:R:1
Nd -0.88 0.01 -0.51 3.08
H -3.24 -0.45 -0.36 0.00
H -3.25 0.33 -0.36 0.00
P 0.18 -2.52 -0.26 0.00
P 0.19 2.52 -0.21 0.00
C 0.36 3.41 1.34 0.00
H 0.54 4.49 1.21 0.00
H -0.52 3.30 1.98 0.00
H 1.21 3.00 1.91 0.00
C 1.56 3.03 -1.26 0.00
H 1.45 2.59 -2.25 0.00
H 1.64 4.12 -1.34 0.00
H 2.49 2.64 -0.83 0.00
C -1.29 3.27 -0.99 0.00
H -2.19 3.15 -0.38 0.00
H -1.15 4.34 -1.17 0.00
H -1.50 2.80 -1.97 0.00
C 1.66 -3.00 -1.17 0.00
H 1.73 -4.08 -1.31 0.00
H 1.67 -2.51 -2.15 0.00
H 2.54 -2.65 -0.63 0.00
C 0.18 -3.47 1.27 0.00
H -0.78 -3.36 1.81 0.00
H 0.35 -4.54 1.10 0.00
H 0.96 -3.10 1.94 0.00
C -1.20 -3.21 -1.23 0.00
H -1.30 -2.69 -2.20 0.00
H -1.06 -4.27 -1.44 0.00
H -2.16 -3.10 -0.72 0.00
H 0.30 -0.01 -2.20 -0.04
H 1.49 0.00 0.21 -0.05
C -1.06 -2.09 6.52 0.00
C 0.13 -1.62 5.72 0.00
N -0.34 -1.14 4.39 0.00
C -0.02 -0.01 3.73 0.00
S 0.03 0.01 1.98 0.01
N 0.32 1.12 4.42 0.00
C -0.17 1.56 5.77 0.00
C 1.01 2.01 6.58 0.00
H -1.78 -1.29 6.60 0.00
H -0.77 -2.41 7.50 0.00
H -1.53 -2.92 6.00 0.00
H 0.72 -0.83 6.22 0.00
H 0.84 -2.44 5.52 0.00
H -0.62 -1.91 3.76 0.00
H 0.60 1.90 3.83 0.00
H -0.88 2.38 5.58 0.00
H -0.76 0.75 6.24 0.00
H 1.48 2.86 6.10 0.00
H 0.71 2.30 7.58 0.00
H 1.73 1.21 6.65 0.00
```

- maximum force (eV/A) = 3.144
- charge = +1
- calculated total energy (eV) = -59618.3701
- multiplicity = 4
- HOMO (spin up / spin down) (eV) = -9.049 / -9.102



Record 2
Entry from OMol25: C7H11INO5 as an isolated structure at a distorted geometry (the ωB97M-V functional and the def2-TZVPD basis).

XYZ file:
```
25
Properties=species:S:1:pos:R:3:nbo_charge:R:1
C -1.98 0.51 2.17 -0.27
O -1.59 -0.88 1.97 -0.57
C -0.16 -0.98 1.76 -0.07
C 0.09 -1.93 0.49 -0.43
C -0.51 -1.36 -0.89 -0.41
C 0.54 -0.42 -1.70 -0.23
N 0.50 0.97 -1.17 -0.52
C -0.29 1.85 -2.08 0.85
O 0.17 2.50 -3.07 -0.70
O -1.66 1.90 -1.84 -0.81
C 1.80 1.52 -0.83 0.88
O 1.87 2.78 -0.66 -0.62
O 3.00 0.78 -0.60 -0.71
I 3.74 1.25 1.21 0.44
H -1.17 1.14 2.68 0.17
H -2.94 0.51 2.83 0.17
H -2.28 0.98 1.16 0.22
H 0.38 0.02 1.70 0.19
H 0.27 -1.54 2.68 0.16
H 1.21 -2.20 0.33 0.20
H -0.45 -2.93 0.70 0.20
H -1.53 -0.86 -0.74 0.25
H -0.70 -2.27 -1.58 0.19
H 1.56 -0.92 -1.73 0.21
H 0.15 -0.42 -2.80 0.22
```

- maximum force (eV/A) = 7.765
- charge = -1
- calculated total energy (eV) = -27263.8047
- HOMO (eV) = -4.289



Record 3
Entry from OMol25: a 4-piece molecular cluster, C27H31BrO13 overall at a distorted geometry (the ωB97M-V functional and the def2-TZVPD basis).

XYZ file:
```
72
Properties=species:S:1:pos:R:3:lowdin_charge:R:1
O 4.16 -1.96 1.02 0.02
C 3.65 -1.78 -0.04 -0.74
Br 2.43 -3.18 -0.71 0.72
C 3.83 -0.53 -0.89 -0.10
C 2.45 0.11 -1.03 -0.25
C 1.73 0.11 -2.19 -0.02
C 0.47 0.67 -2.21 0.01
C -0.05 1.21 -1.07 -0.09
C 0.68 1.24 0.11 -0.07
C 1.92 0.68 0.11 0.04
C 0.05 1.84 1.34 -0.25
O 0.67 2.53 2.13 0.13
C -1.41 1.51 1.49 -0.10
C -2.00 1.24 2.69 0.01
C -3.33 0.90 2.69 -0.02
C -4.09 0.82 1.55 -0.22
C -5.54 0.41 1.52 -0.11
C -5.64 -1.02 0.92 -0.24
O -5.71 -0.95 -0.49 -0.06
C -3.46 1.14 0.36 0.04
C -2.15 1.47 0.31 -0.08
C -1.43 1.80 -0.98 -0.24
O -1.92 2.51 -1.85 0.11
H 4.29 -0.74 -1.86 0.13
H 4.42 0.15 -0.27 0.13
H 2.13 -0.33 -3.10 0.13
H -0.12 0.68 -3.12 0.13
H 2.50 0.66 1.03 0.14
H -1.40 1.29 3.60 0.13
H -3.79 0.65 3.65 0.12
H -6.01 0.39 2.50 0.12
H -6.05 1.10 0.84 0.12
H -6.53 -1.52 1.33 0.11
H -4.78 -1.61 1.26 0.12
H -4.94 -1.35 -0.89 0.09
H -4.06 1.11 -0.55 0.13
C 4.28 -1.03 3.83 -0.04
O 4.04 -0.04 4.84 0.01
C 4.84 1.02 4.76 -0.62
O 5.70 1.19 3.94 0.12
O 4.51 1.85 5.75 0.00
C 5.30 3.05 5.78 -0.04
H 3.57 -1.84 3.99 0.10
H 4.11 -0.62 2.84 0.06
H 5.29 -1.43 3.91 0.10
H 5.17 3.62 4.87 0.10
H 6.35 2.81 5.94 0.10
H 4.94 3.64 6.62 0.09
C -3.23 -6.84 -1.26 -0.04
O -2.80 -6.54 0.07 0.00
C -1.74 -5.74 0.13 -0.62
O -1.15 -5.27 -0.80 0.12
O -1.45 -5.55 1.42 0.01
C -0.32 -4.69 1.64 -0.05
H -4.09 -7.50 -1.18 0.09
H -3.52 -5.93 -1.78 0.10
H -2.44 -7.36 -1.81 0.10
H -0.50 -3.70 1.23 0.09
H 0.58 -5.13 1.20 0.08
H -0.18 -4.61 2.71 0.09
C -0.72 4.34 -3.57 -0.04
O 0.31 3.70 -4.34 0.01
C 0.15 3.78 -5.66 -0.62
O -0.75 4.33 -6.23 0.13
O 1.17 3.15 -6.24 0.00
C 1.13 3.16 -7.66 -0.05
H -0.48 4.20 -2.53 0.08
H -0.75 5.41 -3.79 0.10
H -1.68 3.88 -3.77 0.09
H 1.17 4.18 -8.04 0.10
H 0.24 2.65 -8.03 0.10
H 2.01 2.62 -8.01 0.09
```

- maximum force (eV/A) = 1.762
- charge = 0
- calculated total energy (eV) = -125161.8668
- HOMO (eV) = -9.609



Record 4
Entry from OMol25: a 2-piece molecular cluster, C10H16O overall at a distorted geometry (the ωB97M-V functional and the def2-TZVPD basis).

XYZ file:
```
27
Properties=species:S:1:pos:R:3:nbo_charge:R:1
C -0.78 1.48 -2.05 -0.41
C -2.26 0.93 -2.01 -0.60
C -0.18 1.11 -3.39 -0.61
H -0.97 2.54 -1.87 0.20
H -0.32 1.10 -1.15 0.21
H -2.38 0.03 -2.63 0.19
H 0.88 0.85 -3.30 0.21
H -0.63 0.21 -3.79 0.20
H -0.31 1.92 -4.10 0.21
H -2.66 0.63 -1.03 0.20
H -2.89 1.68 -2.47 0.20
C -0.55 -2.66 0.89 -0.62
C -0.30 -0.26 1.42 -0.18
C 0.23 -1.54 1.56 -0.05
C 0.44 0.88 1.74 -0.26
C 1.53 -1.74 2.02 -0.19
C 1.71 0.63 2.24 0.29
C 2.27 -0.63 2.37 -0.28
O 2.49 1.74 2.52 -0.70
H -1.36 -0.16 1.18 0.21
H 0.04 1.88 1.65 0.23
H -0.65 -2.42 -0.17 0.22
H -1.55 -2.80 1.30 0.21
H 1.90 -2.75 2.13 0.21
H 3.31 -0.70 2.66 0.22
H 3.05 1.65 3.29 0.48
H -0.06 -3.62 0.98 0.21
```

- maximum force (eV/A) = 2.741
- charge = 0
- calculated total energy (eV) = -12676.4146
- HOMO (eV) = -8.485



Record 5
Entry from OMol25: a 2-piece molecular cluster, CH2N2O4 overall at a distorted geometry (the ωB97M-V functional and the def2-TZVPD basis).

XYZ file:
```
9
Properties=species:S:1:pos:R:3:nbo_charge:R:1
C 0.16 -0.86 0.35 0.78
N -1.79 -0.28 0.33 0.02
N 0.81 0.20 0.10 -0.35
O 0.29 -2.05 0.42 -0.50
O -2.06 0.60 -0.69 -0.16
O -2.11 1.05 0.64 -0.17
O 2.15 0.10 -0.14 -0.50
H 0.42 1.09 0.14 0.40
H 2.14 0.15 -1.15 0.48
```

- maximum force (eV/A) = 4.726
- charge = 0
- calculated total energy (eV) = -12230.1884
- HOMO (eV) = -9.198



Record 6
Entry from OMol25: one molecule with the formula C6H6O (the ωB97M-V functional and the def2-TZVPD basis).

XYZ file:
```
13
Properties=species:S:1:pos:R:3:nbo_charge:R:1
O 0.35 0.45 2.21 -0.66
C 0.76 -0.95 0.03 -0.25
C -0.53 -0.84 -0.81 -0.51
C -1.18 0.47 -0.76 0.01
C -1.71 1.55 -0.73 -0.27
C 0.97 0.03 1.10 0.33
C 1.87 0.15 0.18 -0.26
H -0.54 0.67 1.89 0.50
H 1.01 -2.00 0.21 0.18
H -1.25 -1.59 -0.46 0.24
H -0.33 -1.10 -1.86 0.24
H -2.17 2.52 -0.76 0.24
H 2.74 0.63 -0.24 0.23
```

- maximum force (eV/A) = 0.696
- charge = 0
- calculated total energy (eV) = -8361.9026
- HOMO (eV) = -9.242